Computed, not measured: a structure of composition C2H29FeO15 at a distorted geometry, with ωB97M-V with the def2-TZVPD basis set.

Geometry (Å):
Fe1 -9.960 -33.139 9.363
C1 -8.532 -35.922 7.338
C2 -9.932 -35.402 7.058
O1 -10.258 -34.335 7.680
O2 -10.692 -35.977 6.263
H1 -8.188 -36.507 6.489
H2 -8.409 -36.453 8.284
H3 -7.864 -35.070 7.490
O3 -10.441 -38.851 7.536
H4 -10.327 -38.045 7.012
H5 -10.723 -38.546 8.406
O4 -7.176 -38.560 8.277
H6 -7.320 -38.287 7.364
H7 -6.724 -39.412 8.213
O5 -13.619 -35.533 6.704
H8 -12.701 -35.826 6.592
H9 -14.061 -35.811 5.894
O6 -11.646 -36.778 3.622
H10 -12.049 -35.945 3.350
H11 -11.204 -36.568 4.458
O7 -8.348 -32.360 5.790
H12 -7.499 -32.105 5.409
H13 -8.777 -32.901 5.103
O8 -9.210 -31.570 8.200
H14 -8.940 -31.818 7.276
H15 -9.265 -30.606 8.206
O9 -10.632 -34.757 10.569
H16 -10.587 -34.975 11.511
H17 -11.320 -35.336 10.201
O10 -11.350 -33.452 4.850
H18 -11.847 -32.888 5.446
H19 -10.868 -34.069 5.432
O11 -11.916 -32.452 9.177
H20 -12.436 -32.543 8.360
H21 -12.374 -31.785 9.710
O12 -6.112 -36.886 10.303
H22 -6.555 -37.421 9.606
H23 -5.806 -37.534 10.950
O13 -8.873 -34.368 3.456
H24 -9.047 -34.106 2.543
H25 -8.561 -35.278 3.394
O14 -8.052 -33.842 9.888
H26 -7.827 -34.400 10.649
H27 -7.219 -33.714 9.407
O15 -8.999 -37.437 11.088
H28 -8.866 -38.339 10.776
H29 -8.154 -36.986 10.927

Its total charge is +1. Its strongest force on any atom is 1.5 eV/A. As for the energy above the lowest of the compared OMol25 structures with the same formula, charge and spin: 0.0 kcal per mole. As for the spin multiplicity: 5. As for the HOMO-LUMO gap (alpha / beta): 8.93 / 8.65 eV. The total energy is -2485.77049 Eh. As for the highest occupied orbital energy (alpha / beta): -12.51 / -12.51 eV.

natural (NBO) population analysis, charges in e, atoms 1 to 4: 1.640, -0.747, 0.817, -0.904

Computed, not measured: a structure of composition C2H2AuLiO2 at a distorted geometry, with ωB97M-V with the def2-TZVPD basis set.

Geometry (Å):
C1 1.319 -0.224 0.395
C2 0.381 0.714 -0.162
O1 -0.821 0.306 -0.522
O2 1.269 -1.523 0.084
H1 1.644 0.631 -0.752
Au1 -2.840 -0.868 -0.133
Li1 -1.476 -0.764 0.816
H2 0.524 1.728 0.274

Its total charge is +2. Its strongest force on any atom is 11.3 eV/A. As for the energy above the lowest of the compared OMol25 structures with the same formula, charge and spin: 145.9 kcal per mole. As for the spin multiplicity: 3. As for the HOMO-LUMO gap (alpha / beta): 6.00 / 7.70 eV. The total energy is -369.99432 Eh. As for the highest occupied orbital energy (alpha / beta): -19.47 / -21.31 eV.

natural (NBO) population analysis, charges in e, atoms 1 to 4: 0.283, 0.046, -0.787, -0.186

Computed, not measured: a structure of composition C2H2BaF2LiO at a distorted geometry, with ωB97M-V with the def2-TZVPD basis set.

Geometry (Å):
F1 1.936 -0.776 -0.227
O1 -0.756 -1.056 -0.414
Ba1 0.905 0.751 0.293
Li1 1.214 -2.343 -0.697
C1 -1.915 -1.379 -0.816
C2 -3.079 -0.735 -0.417
H1 -2.414 -2.423 -0.556
F2 -2.659 0.522 -0.887
H2 -3.891 -0.998 0.254

Its total charge is +2. Its strongest force on any atom is 8.8 eV/A. As for the spin multiplicity: 2. As for the HOMO-LUMO gap (alpha / beta): 9.37 / 8.93 eV. The total energy is -384.75628 Eh. As for the highest occupied orbital energy (alpha / beta): -18.03 / -19.01 eV.

Mulliken population analysis, charges in e, atoms 1 to 4: -0.608, -0.562, 1.620, 0.938

Computed, not measured: a cluster of 2 separate species, C2H2Br2F3N in total at a distorted geometry, with ωB97M-V with the def2-TZVPD basis set.

Geometry (Å):
C1 -0.875 -0.765 -0.690
C2 -1.942 -1.426 0.062
N1 -0.124 0.160 -0.108
F1 -0.791 -1.035 -1.973
F2 -2.280 -2.595 -0.250
F3 -1.736 -1.360 1.329
Br1 0.651 -3.322 0.011
Br2 -3.706 -0.033 0.081
H1 -0.177 0.283 0.962
H2 0.588 0.404 -0.779

Its strongest force on any atom is 2.8 eV/A. As for the energy above the lowest of the compared OMol25 structures with the same formula, charge and spin: 46.7 kcal per mole. As for the HOMO-LUMO gap (alpha / beta): 5.89 / 5.89 eV. The total energy is -5579.70565 Eh. As for the highest occupied orbital energy (alpha / beta): -8.56 / -8.56 eV.

natural (NBO) population analysis, charges in e, atoms 1 to 4: 0.695, 0.724, -0.713, -0.236

Computed, not measured: a structure of composition C2H2Br2S2 at a distorted geometry, with ωB97M-V with the def2-TZVPD basis set.

Geometry (Å):
C1 -1.279 -0.365 -0.033
C2 1.279 0.302 0.621
S1 -1.268 -0.715 -1.639
S2 1.864 -0.746 -0.335
Br1 -2.913 -0.027 0.923
Br2 0.990 2.111 0.114
H1 1.250 0.124 1.699
H2 0.078 -0.685 -1.350

Its strongest force on any atom is 3.8 eV/A. As for the energy above the lowest of the compared OMol25 structures with the same formula, charge and spin: 81.0 kcal per mole. As for the HOMO-LUMO gap (alpha / beta): 7.94 / 7.94 eV. The total energy is -6021.66201 Eh. As for the highest occupied orbital energy (alpha / beta): -8.69 / -8.69 eV.

natural (NBO) population analysis, charges in e, atoms 1 to 4: -0.437, -0.422, 0.209, 0.127

Computed, not measured: the molecule C2H2BrClN2S at a distorted geometry, with ωB97M-V with the def2-TZVPD basis set.

Geometry (Å):
C1 -0.156 -0.444 0.810
C2 1.017 -0.702 -0.245
N1 -1.395 0.159 0.528
N2 -1.889 1.059 -0.098
S1 1.374 0.880 0.778
Cl1 0.480 -0.444 -1.939
Br1 -0.988 2.406 -1.237
H1 -0.059 -1.307 1.436
H2 1.617 -1.607 -0.033

Its strongest force on any atom is 3.5 eV/A. As for the energy above the lowest of the compared OMol25 structures with the same formula, charge and spin: 27.0 kcal per mole. As for the spin multiplicity: 3. As for the HOMO-LUMO gap (alpha / beta): 7.07 / 6.38 eV. The total energy is -3619.10128 Eh. As for the highest occupied orbital energy (alpha / beta): -7.31 / -9.30 eV.

natural (NBO) population analysis, charges in e, atoms 1 to 4: -0.129, -0.323, -0.118, -0.117

Computed, not measured: a cluster of 2 separate species, C2H2BrClNO2 in total at a distorted geometry, with ωB97M-V with the def2-TZVPD basis set.

Geometry (Å):
C1 -0.598 -1.191 -0.694
C2 0.183 1.339 0.343
N1 0.083 -0.883 0.552
O1 -1.029 -0.313 -1.496
O2 -0.699 -2.409 -0.755
Cl1 1.713 -1.297 0.452
Br1 -0.684 2.178 1.743
H1 -0.267 1.085 -0.493
H2 1.299 1.493 0.347

Its total charge is -1. Its strongest force on any atom is 6.0 eV/A. As for the energy above the lowest of the compared OMol25 structures with the same formula, charge and spin: 84.1 kcal per mole. As for the HOMO-LUMO gap (alpha / beta): 7.30 / 7.54 eV. The total energy is -3316.78690 Eh. As for the highest occupied orbital energy (alpha / beta): -4.16 / -4.41 eV.

natural (NBO) population analysis, charges in e, atoms 1 to 4: 0.796, -0.363, -0.462, -0.775

Computed, not measured: a cluster of 2 separate species, C2H2BrF2I in total at a distorted geometry, with ωB97M-V with the def2-TZVPD basis set.

Geometry (Å):
C1 1.713 0.708 -0.224
C2 -2.250 -0.800 0.373
F1 2.064 -0.130 -1.278
F2 2.191 0.127 0.823
Br1 -2.502 -2.600 0.402
I1 -4.105 0.202 0.478
H1 2.211 1.712 -0.342
H2 0.679 0.780 -0.232

Its strongest force on any atom is 3.6 eV/A. As for the energy above the lowest of the compared OMol25 structures with the same formula, charge and spin: 74.6 kcal per mole. As for the HOMO-LUMO gap: 7.74 eV. The total energy is -3148.70929 Eh. As for the highest occupied orbital energy: -9.29 eV.

natural (NBO) population analysis, charges in e, atoms 1 to 4: 0.444, -0.350, -0.371, -0.322

Computed, not measured: a cluster of 2 separate species, C2H2BrIO in total at a distorted geometry, with ωB97M-V with the def2-TZVPD basis set.

Geometry (Å):
C1 1.100 0.031 0.086
C2 -0.915 -0.006 -0.447
O1 1.877 0.650 -0.515
Br1 -1.740 0.663 1.136
I1 1.449 -1.133 1.799
H1 -0.821 -0.928 -0.860
H2 -0.949 0.723 -1.200

Its strongest force on any atom is 5.5 eV/A. As for the energy above the lowest of the compared OMol25 structures with the same formula, charge and spin: 41.3 kcal per mole. As for the HOMO-LUMO gap: 8.78 eV. The total energy is -3024.27467 Eh. As for the highest occupied orbital energy: -9.00 eV.

natural (NBO) population analysis, charges in e, atoms 1 to 4: 0.404, -0.482, -0.507, 0.085

Computed, not measured: a cluster of 2 separate species, C2H2BrN4 in total at a distorted geometry, with ωB97M-V with the def2-TZVPD basis set.

Geometry (Å):
C1 1.407 0.692 0.055
C2 -1.366 0.014 0.807
N1 1.804 1.266 -1.143
N2 2.332 0.705 0.965
N3 3.086 1.459 -0.858
N4 3.381 1.166 0.394
Br1 -2.449 0.927 -0.417
H1 -1.405 0.584 1.649
H2 0.397 0.367 0.172

Its total charge is -1. Its strongest force on any atom is 3.3 eV/A. As for the spin multiplicity: 3. As for the HOMO-LUMO gap (alpha / beta): 7.49 / 5.73 eV. The total energy is -2870.28887 Eh. As for the highest occupied orbital energy (alpha / beta): -4.54 / -4.52 eV.

natural (NBO) population analysis, charges in e, atoms 1 to 4: 0.021, -0.183, -0.378, -0.380

Repeat the ninth record exactly.
Computed, not measured: a cluster of 2 separate species, C2H2BrIO in total at a distorted geometry, with ωB97M-V with the def2-TZVPD basis set.

Geometry (Å):
C1 1.100 0.031 0.086
C2 -0.915 -0.006 -0.447
O1 1.877 0.650 -0.515
Br1 -1.740 0.663 1.136
I1 1.449 -1.133 1.799
H1 -0.821 -0.928 -0.860
H2 -0.949 0.723 -1.200

Its strongest force on any atom is 5.5 eV/A. As for the energy above the lowest of the compared OMol25 structures with the same formula, charge and spin: 41.3 kcal per mole. As for the HOMO-LUMO gap: 8.78 eV. The total energy is -3024.27467 Eh. As for the highest occupied orbital energy: -9.00 eV.

natural (NBO) population analysis, charges in e, atoms 1 to 4: 0.404, -0.482, -0.507, 0.085